Entry 1:
Formula: C8H10N3
Source: the OMol25 dataset
Level of theory: the ωB97M-V functional and the def2-TZVPD basis

The geometry in XYZ format:
```
21
Properties=species:S:1:pos:R:3:mulliken_charge:R:1
C -0.04913 1.33162 -1.45905 -0.052
N 0.69045 1.23550 -2.44688 -0.463
C 0.53605 -0.07430 -2.94437 -0.311
C -0.34016 -0.89218 -1.91193 -0.548
N -0.66973 0.20912 -1.06303 -0.094
N -0.46431 0.10657 0.51179 0.138
C 0.53086 -0.60885 1.05867 0.222
C 0.88528 -0.40327 2.31735 -0.603
C 0.17467 0.48303 3.07615 -0.247
C -1.05131 0.96686 2.59987 -0.535
C -1.29696 0.79617 1.25228 0.123
H -0.07451 2.15552 -0.78946 0.472
H 1.53536 -0.63502 -3.17622 0.320
H -0.10832 -0.19771 -3.88981 0.256
H -1.28335 -1.27121 -2.37448 0.315
H 0.28818 -1.61475 -1.51520 0.273
H 0.91617 -1.38802 0.37229 0.253
H 1.80568 -0.76532 2.81748 0.356
H 0.40153 0.58135 4.09087 0.427
H -1.69481 1.61296 3.27171 0.329
H -2.24565 1.24306 0.93527 0.368
```

Output
2S+1: 1
Kohn-Sham gap, eV: 8.588
Lowest unoccupied orbital energy, eV: -4.75
SMILES string: C1=NCCN1[n+]1ccccc1
Calculated total energy, Ha: -474.74907
Total charge: +1
Energy relative to the best compared isomer or geometry (same formula, charge and spin), kJ/mol: 206.3
HOMO energy, eV: -13.34

---

Entry 2:
Formula: C8H10N3PdSbSe5
Source: the OMol25 dataset
Level of theory: the ωB97M-V functional and the def2-TZVPD basis

The geometry in XYZ format:
```
28
Properties=species:S:1:pos:R:3:mulliken_charge:R:1
Pd -0.88653 0.88256 1.94278 0.286
Se 3.07989 -1.98102 -0.50931 -0.751
Sb 0.96708 -0.79376 -0.73345 0.769
Se -0.61948 -1.36844 1.15911 -0.413
Se 1.04086 1.61549 0.00480 -0.736
Se -0.13656 -1.10713 -2.90895 -0.776
C -1.41200 2.46452 -2.45510 -0.712
N -1.97166 2.89309 -1.17376 -0.025
C -1.50145 4.15163 -0.61829 -0.828
C -2.36527 1.97300 -0.32288 0.812
N -2.74158 1.24847 0.50554 -0.651
H -1.94220 2.95373 -3.27771 0.284
H -1.47852 1.38203 -2.55792 0.167
H -0.34953 2.71235 -2.48007 0.286
H -1.98376 4.99712 -1.11756 0.296
H -0.41716 4.21486 -0.74103 0.269
H -1.72081 4.18680 0.44738 0.221
Se -1.38531 2.85673 3.47959 -0.348
C -0.80545 1.16019 4.12721 -0.074
C -1.56662 0.24396 4.88134 -0.179
C -0.99860 -0.95264 5.24429 -0.306
N 0.23484 -1.35587 4.89346 -0.599
C 0.94042 -0.54107 4.13600 -0.387
C 0.49487 0.73501 3.73442 -0.043
H -2.57792 0.49300 5.17487 0.365
H -1.56594 -1.65276 5.85138 0.325
H 1.91549 -0.89142 3.81580 0.353
H 1.20144 1.43659 3.31205 0.395
```

Output
2S+1: 1
Kohn-Sham gap (spin up / spin down), eV: 5.631 / 5.632
Lowest unoccupied orbital energy (spin up / spin down), eV: 4.33 / 4.33
Calculated total energy, Ha: -12850.51814
Total charge: -2
Energy relative to the best compared isomer or geometry (same formula, charge and spin), kJ/mol: 152.0
HOMO energy (spin up / spin down), eV: -1.30 / -1.30

---

In order of appearance, molar mass = 148.19, 771.17 g mol⁻¹.